Entry 1:
Below is C3H9N in the gas phase, with properties calculated with the ωB97M-V functional and the def2-TZVPD basis.

largest force on an atom	4.34	eV/Å
frontier orbital gap	0.3693	Ha
energy	-4745.2735	eV

Positions of all 13 atoms, in Å:
C1 -0.188 1.501 -0.816
C2 0.348 0.115 -0.888
N1 -0.395 -0.843 0.080
C3 0.161 -0.824 1.517
H1 -0.143 1.911 -1.847
H2 0.466 2.033 -0.115
H3 -1.182 1.741 -0.437
H4 1.402 -0.002 -0.624
H5 0.116 -0.267 -1.877
H6 -0.183 -1.741 -0.318
H7 -0.936 -1.260 2.107
H8 1.037 -1.512 1.816
H9 0.258 0.241 1.853

The molecule's Löwdin atomic charges, reported in e, are given here: number 1, C, carries -0.13; number 2, C, carries -0.29; number 3, N, carries -0.16; number 4, C, carries -0.15; number 5, H, carries 0.08; number 6, H, carries 0.06; number 7, H, carries 0.07; number 8, H, carries 0.10; number 9, H, carries 0.10; number 10, H, carries 0.06; number 11, H, carries 0.13; number 12, H, carries 0.07; number 13, H, carries 0.05

***

Entry 2:
Below is C2H6O4S in the gas phase, with properties calculated with the ωB97M-V functional and the def2-TZVPD basis.

largest force on an atom	4.09	eV/Å
frontier orbital gap	0.4220	Ha
energy	-21194.2347	eV

Positions of all 13 atoms, in Å:
C1 0.723 1.163 -0.494
C2 0.851 -1.118 0.173
O1 -2.304 -1.147 -0.486
O2 -2.111 1.229 -0.221
O3 -1.516 -0.239 1.656
O4 0.164 -0.080 -0.570
S1 -1.761 -0.071 0.218
H1 0.122 1.840 -1.015
H2 0.956 1.494 0.631
H3 1.637 1.145 -1.121
H4 1.123 -0.766 1.174
H5 0.219 -1.970 0.294
H6 1.898 -1.479 -0.239

The molecule's Löwdin atomic charges, reported in e, are given here: number 1, C, carries -0.12; number 2, C, carries -0.06; number 3, O, carries -0.22; number 4, O, carries -0.25; number 5, O, carries -0.27; number 6, O, carries -0.32; number 7, S, carries 0.57; number 8, H, carries 0.07; number 9, H, carries 0.16; number 10, H, carries 0.11; number 11, H, carries 0.09; number 12, H, carries 0.08; number 13, H, carries 0.14

***

Entry 3:
Below is 6 unconnected molecules or ions with the total composition C6H23NO5, with properties calculated with the ωB97M-V functional and the def2-TZVPD basis.

largest force on an atom	3.82	eV/Å
frontier orbital gap	0.3238	Ha
energy	-18322.6356	eV

Positions of all 35 atoms, in Å:
C1 0.253 -0.565 -1.808
C2 -1.238 -0.886 -1.894
C3 -1.715 -1.863 -0.793
C4 -1.599 -1.289 0.621
N1 -1.923 2.461 1.085
C5 -1.464 1.137 1.145
C6 -2.181 0.080 0.716
H1 0.533 0.121 -2.521
H2 0.544 -0.135 -0.722
H3 0.831 -1.412 -2.019
H4 -1.797 0.088 -1.866
H5 -1.520 -1.255 -2.913
H6 -1.131 -2.896 -0.908
H7 -2.814 -2.097 -0.991
H8 -2.144 -1.971 1.315
H9 -0.516 -1.313 0.924
H10 -1.610 3.038 1.887
H11 -2.923 2.574 0.948
H12 -0.463 1.054 1.424
H13 -3.250 0.147 0.336
H14 0.522 -0.328 2.834
H15 1.590 -0.973 1.853
O1 1.423 -0.204 2.454
H16 4.143 -0.325 -0.770
H17 2.785 0.421 -0.554
O2 3.190 -0.390 -0.935
H18 2.404 -1.558 0.052
H19 1.131 -2.365 0.023
O3 1.853 -2.107 0.632
H20 1.770 0.958 1.283
H21 2.495 2.304 0.916
O4 2.024 1.561 0.512
H22 0.921 2.270 -0.595
H23 -0.448 2.841 -0.581
O5 0.321 2.878 -1.089

The molecule's Löwdin atomic charges, reported in e, are given here: number 1, C, carries -0.11; number 2, C, carries -0.26; number 3, C, carries -0.23; number 4, C, carries -0.25; number 5, N, carries 0.03; number 6, C, carries -0.21; number 7, C, carries -0.13; number 8, H, carries 0.05; number 9, H, carries 0.10; number 10, H, carries 0.05; number 11, H, carries 0.11; number 12, H, carries 0.11; number 13, H, carries 0.14; number 14, H, carries 0.12; number 15, H, carries 0.12; number 16, H, carries 0.08; number 17, H, carries 0.10; number 18, H, carries 0.09; number 19, H, carries 0.06; number 20, H, carries 0.14; number 21, H, carries 0.08; number 22, H, carries 0.01; number 23, O, carries -0.08; number 24, H, carries 0.07; number 25, H, carries 0.01; number 26, O, carries -0.07; number 27, H, carries 0.00; number 28, H, carries 0.05; number 29, O, carries -0.07; number 30, H, carries 0.04; number 31, H, carries 0.09; number 32, O, carries -0.09; number 33, H, carries -0.02; number 34, H, carries -0.05; number 35, O, carries -0.07

***

Entry 4:
Below is a molecular structure, C20H24N9O5Sn, with properties calculated with the ωB97M-V functional and the def2-TZVPD basis.

largest force on an atom	0.33	eV/Å
frontier orbital gap	0.2430	Ha
total charge	+3
energy	-50580.7268	eV

Positions of all 59 atoms, in Å:
Sn1 -0.341 -1.353 -0.192
C1 -3.467 1.803 -0.755
O1 -2.144 2.148 -0.298
C2 -1.532 3.173 -0.874
C3 -2.113 3.998 -1.840
C4 -1.371 5.009 -2.408
C5 -0.024 5.253 -2.060
C6 0.561 4.477 -1.112
C7 -0.174 3.427 -0.483
N1 0.320 2.678 0.520
N2 1.473 2.885 0.951
C8 2.604 2.312 0.956
C9 2.722 1.065 0.083
O2 1.687 0.599 -0.387
C10 4.040 0.521 -0.086
C11 5.082 1.050 0.591
C12 4.981 2.162 1.518
C13 6.109 2.624 2.189
C14 6.013 3.716 3.042
C15 4.795 4.357 3.224
C16 3.660 3.909 2.557
C17 3.747 2.808 1.716
H1 -3.474 1.677 -1.837
H2 -3.704 0.860 -0.269
H3 -4.186 2.561 -0.447
H4 -3.138 3.858 -2.146
H5 -1.848 5.647 -3.141
H6 0.514 6.069 -2.519
H7 1.571 4.675 -0.780
H8 4.158 -0.312 -0.765
H9 6.070 0.627 0.445
H10 7.061 2.132 2.042
H11 6.894 4.074 3.556
H12 4.727 5.213 3.880
H13 2.715 4.419 2.693
N3 -0.301 -1.552 2.745
N4 -1.483 -2.164 3.191
C18 -2.397 -2.598 2.307
N5 -3.476 -3.218 2.734
N6 -2.090 -2.305 1.022
N7 -2.868 -2.724 -0.014
O3 -2.395 -2.344 -1.104
O4 -3.863 -3.380 0.101
H14 0.490 -2.108 3.058
H15 -0.233 -0.627 3.162
H16 -1.630 -2.303 4.182
H17 -3.637 -3.377 3.718
H18 -4.155 -3.563 2.070
C19 -0.659 -4.815 -2.237
N8 0.478 -5.195 -1.405
C20 1.063 -4.398 -0.529
N9 2.106 -4.835 0.183
O5 0.660 -3.192 -0.352
H19 -0.781 -5.576 -3.003
H20 -0.472 -3.861 -2.728
H21 -1.578 -4.761 -1.654
H22 0.845 -6.128 -1.515
H23 2.488 -5.759 0.067
H24 2.593 -4.195 0.784

The molecule's Löwdin atomic charges, reported in e, are given here: number 1, Sn, carries 1.56; number 2, C, carries -0.01; number 3, O, carries -0.06; number 4, C, carries -0.19; number 5, C, carries 0.02; number 6, C, carries 0.03; number 7, C, carries -0.02; number 8, C, carries 0.03; number 9, C, carries -0.15; number 10, N, carries 0.20; number 11, N, carries 0.15; number 12, C, carries -0.07; number 13, C, carries -0.30; number 14, O, carries -0.10; number 15, C, carries 0.01; number 16, C, carries 0.05; number 17, C, carries -0.16; number 18, C, carries 0.02; number 19, C, carries -0.01; number 20, C, carries -0.02; number 21, C, carries 0.01; number 22, C, carries -0.11; number 23, H, carries 0.11; number 24, H, carries 0.09; number 25, H, carries 0.12; number 26, H, carries 0.12; number 27, H, carries 0.14; number 28, H, carries 0.13; number 29, H, carries 0.13; number 30, H, carries 0.13; number 31, H, carries 0.14; number 32, H, carries 0.13; number 33, H, carries 0.13; number 34, H, carries 0.13; number 35, H, carries 0.12; number 36, N, carries 0.03; number 37, N, carries 0.02; number 38, C, carries -0.35; number 39, N, carries 0.26; number 40, N, carries -0.01; number 41, N, carries -0.41; number 42, O, carries -0.10; number 43, O, carries 0.16; number 44, H, carries 0.12; number 45, H, carries 0.12; number 46, H, carries 0.18; number 47, H, carries 0.15; number 48, H, carries 0.12; number 49, C, carries -0.02; number 50, N, carries 0.07; number 51, C, carries -0.53; number 52, N, carries 0.22; number 53, O, carries -0.26; number 54, H, carries 0.11; number 55, H, carries 0.10; number 56, H, carries 0.08; number 57, H, carries 0.17; number 58, H, carries 0.14; number 59, H, carries 0.13

***

Entry 5:
Below is C5H6F2 in the gas phase, with properties calculated with the ωB97M-V functional and the def2-TZVPD basis.

largest force on an atom	3.42	eV/Å
frontier orbital gap	0.3537	Ha
energy	-10715.6648	eV

Positions of all 13 atoms, in Å:
C1 -0.172 -0.568 1.364
C2 0.442 0.201 0.221
C3 1.552 0.985 0.504
C4 -0.173 0.115 -1.133
C5 -1.347 -0.439 -1.437
H1 -1.154 -0.142 1.580
H2 0.469 -0.419 2.276
H3 -0.296 -1.620 1.139
H4 1.978 1.191 1.473
H5 0.387 0.537 -1.965
H6 -2.082 -0.977 -0.831
F1 2.133 1.711 -0.512
F2 -1.736 -0.576 -2.678

The molecule's Löwdin atomic charges, reported in e, are given here: number 1, C, carries -0.08; number 2, C, carries -0.27; number 3, C, carries -0.07; number 4, C, carries -0.03; number 5, C, carries -0.17; number 6, H, carries 0.08; number 7, H, carries 0.09; number 8, H, carries 0.08; number 9, H, carries 0.11; number 10, H, carries 0.12; number 11, H, carries 0.13; number 12, F, carries -0.02; number 13, F, carries 0.04

***

Entry 6:
Below is a molecular structure, C3H5NO2, with properties calculated with the ωB97M-V functional and the def2-TZVPD basis.

largest force on an atom	2.10	eV/Å
frontier orbital gap	0.3642	Ha
energy	-8773.2821	eV

Positions of all 11 atoms, in Å:
N1 -0.198 0.816 -1.895
C1 0.303 0.719 -0.740
C2 1.100 -0.353 -0.135
O1 0.799 -1.200 0.686
C3 -1.020 -0.760 1.096
O2 -1.131 0.387 0.666
H1 -0.552 1.727 -2.142
H2 2.148 -0.127 -0.340
H3 0.739 1.381 0.101
H4 -1.395 -1.634 0.556
H5 -0.793 -0.957 2.146

The molecule's Löwdin atomic charges, reported in e, are given here: number 1, N, carries 0.12; number 2, C, carries -0.31; number 3, C, carries -0.17; number 4, O, carries 0.05; number 5, C, carries -0.19; number 6, O, carries -0.08; number 7, H, carries 0.05; number 8, H, carries 0.14; number 9, H, carries 0.17; number 10, H, carries 0.11; number 11, H, carries 0.11

***

Entry 7:
Below is C2H6N2S in the gas phase, with properties calculated with the ωB97M-V functional and the def2-TZVPD basis.

largest force on an atom	1.35	eV/Å
frontier orbital gap	0.3431	Ha
energy	-15985.4940	eV

Positions of all 11 atoms, in Å:
C1 0.774 -1.194 0.070
C2 0.345 1.179 0.566
H1 1.057 -1.501 -0.955
H2 1.717 -0.913 0.586
H3 0.108 -1.964 0.509
H4 -2.076 0.151 -0.152
H5 -1.392 0.626 -1.431
H6 1.366 1.167 0.972
N1 -0.027 0.041 -0.055
N2 -1.285 -0.122 -0.748
S1 -0.587 2.531 0.638

The molecule's Löwdin atomic charges, reported in e, are given here: number 1, C, carries -0.05; number 2, C, carries -0.72; number 3, H, carries 0.08; number 4, H, carries 0.09; number 5, H, carries 0.09; number 6, H, carries 0.07; number 7, H, carries 0.07; number 8, H, carries 0.07; number 9, N, carries -0.32; number 10, N, carries 0.05; number 11, S, carries 0.56

***

Entry 8:
Below is C7H10 in the gas phase, with properties calculated with the ωB97M-V functional and the def2-TZVPD basis.

largest force on an atom	1.34	eV/Å
frontier orbital gap	0.3492	Ha
energy	-7416.4635	eV

Positions of all 17 atoms, in Å:
C1 2.018 0.446 -0.053
C2 0.999 -0.562 0.486
C3 -0.448 -0.104 0.410
C4 -1.265 -0.492 -0.828
C5 -1.539 -1.110 0.515
C6 -0.653 1.323 0.856
C7 -0.904 2.008 -0.125
H1 1.802 0.726 -1.092
H2 3.024 0.012 -0.020
H3 2.020 1.365 0.545
H4 1.063 -1.500 -0.080
H5 1.243 -0.798 1.531
H6 -2.061 0.145 -1.219
H7 -0.738 -1.037 -1.601
H8 -1.241 -2.143 0.652
H9 -2.454 -0.813 1.022
H10 -0.988 2.419 -1.104

The molecule's Löwdin atomic charges, reported in e, are given here: number 1, C, carries -0.11; number 2, C, carries -0.21; number 3, C, carries -0.50; number 4, C, carries -0.12; number 5, C, carries -0.09; number 6, C, carries -0.04; number 7, C, carries 0.14; number 8, H, carries 0.08; number 9, H, carries 0.07; number 10, H, carries 0.07; number 11, H, carries 0.11; number 12, H, carries 0.12; number 13, H, carries 0.10; number 14, H, carries 0.10; number 15, H, carries 0.10; number 16, H, carries 0.11; number 17, H, carries 0.07

***

Entry 9:
Below is a molecular structure, C3H5ClFN, with properties calculated with the ωB97M-V functional and the def2-TZVPD basis.

largest force on an atom	6.69	eV/Å
frontier orbital gap	0.3646	Ha
energy	-19918.3242	eV

Positions of all 11 atoms, in Å:
C1 -0.944 0.309 0.065
C2 0.244 0.344 -1.039
C3 0.276 -0.327 0.894
H1 0.510 1.552 -0.869
H2 0.330 0.037 -2.175
H3 1.661 -1.327 -0.173
H4 0.304 0.151 2.161
H5 -0.045 -1.384 1.196
N1 1.263 -0.308 -0.134
F1 -1.381 1.581 0.270
Cl1 -2.218 -0.629 -0.196

The molecule's Löwdin atomic charges, reported in e, are given here: number 1, C, carries -1.00; number 2, C, carries -0.15; number 3, C, carries -0.28; number 4, H, carries 0.16; number 5, H, carries 0.14; number 6, H, carries 0.15; number 7, H, carries 0.18; number 8, H, carries 0.09; number 9, N, carries -0.09; number 10, F, carries -0.04; number 11, Cl, carries 0.83

***

Entry 10:
Below is C4H9NO2 in the gas phase, with properties calculated with the ωB97M-V functional and the def2-TZVPD basis.

largest force on an atom	2.84	eV/Å
frontier orbital gap	0.3868	Ha
energy	-9878.9528	eV

Positions of all 16 atoms, in Å:
C1 -0.839 0.050 -0.033
N1 -0.074 0.183 1.254
C2 0.262 -0.823 2.091
O1 0.127 -2.054 1.517
O2 0.819 -0.609 3.147
C3 -0.087 -0.025 -1.323
C4 0.708 1.290 -1.669
H1 -1.563 -0.778 -0.062
H2 -1.443 0.956 0.105
H3 -0.009 1.092 1.707
H4 -0.380 -2.635 2.095
H5 -0.703 -0.405 -2.153
H6 0.576 -0.871 -1.211
H7 1.154 1.632 -0.733
H8 1.306 0.929 -2.557
H9 0.146 2.070 -2.177

The molecule's Löwdin atomic charges, reported in e, are given here: number 1, C, carries -0.21; number 2, N, carries 0.08; number 3, C, carries -0.62; number 4, O, carries 0.09; number 5, O, carries 0.07; number 6, C, carries -0.25; number 7, C, carries -0.09; number 8, H, carries 0.12; number 9, H, carries 0.12; number 10, H, carries 0.15; number 11, H, carries 0.12; number 12, H, carries 0.11; number 13, H, carries 0.10; number 14, H, carries 0.06; number 15, H, carries 0.08; number 16, H, carries 0.06